Here is a molecular structure, C53H44CdF5GeN7S2 from the Open Molecules 2025 dataset. Energies are from wB97M-V/def2-TZVPD.

Structure (ORCA input):
```
! RIJCOSX wB97M-V def2-TZVPD def2/J DEFGRID3
* xyz -1 2
Cd -0.867 -0.540 -0.278
S -1.779 -1.381 1.982
C -2.323 0.070 2.806
N -3.271 -0.001 3.719
N -3.843 -1.175 3.852
C -4.725 -1.532 4.843
C -5.090 -0.668 5.879
C -5.915 -1.120 6.893
C -6.395 -2.422 6.896
C -6.059 -3.272 5.850
C -5.237 -2.835 4.830
N -1.817 1.333 2.760
N -0.927 1.768 1.982
C -0.480 3.013 2.481
C 0.193 3.972 1.687
C 0.681 5.123 2.294
C 0.523 5.359 3.647
C -0.135 4.424 4.427
C -0.614 3.264 3.857
H -3.537 -1.885 3.176
H -4.699 0.340 5.878
H -6.175 -0.451 7.704
H -7.016 -2.774 7.709
H -6.428 -4.290 5.838
H -4.964 -3.499 4.019
H 0.342 2.804 -0.093
H 1.186 5.860 1.682
H 0.898 6.276 4.081
H -0.283 4.604 5.484
H -1.113 2.510 4.449
N 2.520 2.128 1.115
C 3.325 3.136 0.615
C 4.706 2.925 0.737
C 5.645 3.793 0.229
C 5.203 4.956 -0.388
C 3.851 5.187 -0.516
C 2.850 4.291 -0.080
C 1.457 4.589 -0.435
C 1.192 5.518 -1.436
C -0.079 5.910 -1.819
C -1.224 5.319 -1.228
C -1.073 4.347 -0.314
C 0.268 3.872 0.174
H 3.029 1.376 1.555
H 1.701 2.397 1.629
H 5.030 2.030 1.258
H 6.701 3.579 0.330
H 5.912 5.676 -0.775
H 3.559 6.120 -0.975
H 2.014 5.972 -1.971
H -0.205 6.662 -2.586
H -2.210 5.633 -1.547
H -1.930 3.855 0.131
C 3.284 0.251 -5.251
N 1.915 -0.090 -5.519
C 1.429 -0.331 -6.861
C -0.038 -0.740 -6.637
N -0.095 -0.935 -5.198
C 0.997 -0.413 -4.573
S 1.181 -0.216 -2.953
H 3.957 -0.456 -5.746
H 3.435 0.204 -4.174
H 3.511 1.263 -5.599
H 2.003 -1.128 -7.350
H 1.515 0.574 -7.470
H -0.293 -1.665 -7.157
H -0.728 0.044 -6.965
H -0.976 -0.932 -4.714
F -4.049 -0.613 0.178
C -3.884 0.168 -0.905
C -2.648 0.189 -1.541
C -2.630 0.998 -2.665
F -1.511 1.067 -3.416
C -3.711 1.732 -3.126
F -3.620 2.483 -4.238
C -4.905 1.683 -2.434
F -5.957 2.404 -2.846
C -5.000 0.877 -1.316
F -6.163 0.797 -0.652
C 3.961 -3.524 -3.779
C 4.280 -2.551 -2.843
C 3.410 -2.287 -1.798
C 2.215 -2.990 -1.643
C 1.916 -3.967 -2.588
C 2.774 -4.230 -3.648
Ge 0.951 -2.444 -0.190
C 2.009 -2.901 1.459
C 3.364 -3.230 1.423
C 4.086 -3.456 2.588
C 3.462 -3.368 3.823
C 2.112 -3.055 3.882
C 1.401 -2.816 2.714
C -0.383 -3.940 -0.269
C -0.468 -4.987 0.644
C -1.476 -5.939 0.560
C -2.417 -5.872 -0.457
C -2.350 -4.837 -1.380
C -1.353 -3.880 -1.272
H 4.633 -3.731 -4.604
H 5.201 -1.985 -2.934
H 3.649 -1.500 -1.095
H 0.990 -4.524 -2.498
H 2.512 -4.987 -4.379
H 3.862 -3.315 0.464
H 5.140 -3.701 2.528
H 4.025 -3.548 4.732
H 1.610 -2.989 4.840
H 0.352 -2.558 2.780
H 0.264 -5.051 1.442
H -1.528 -6.738 1.291
H -3.197 -6.620 -0.531
H -3.081 -4.776 -2.179
H -1.319 -3.066 -1.995
*
```

energy above the lowest of the compared OMol25 structures with the same formula, charge and spin	77.2	kcal per mole
gap between HOMO and LUMO (alpha / beta)	6.12 / 6.35	eV
M	1123.130	g mol⁻¹



Here is a molecular structure, C16H31MoNP2Se from the Open Molecules 2025 dataset. Energies are from wB97M-V/def2-TZVPD.

Structure (ORCA input):
```
! RIJCOSX wB97M-V def2-TZVPD def2/J DEFGRID3
* xyz 2 3
P -3.708 3.218 -2.103
P -5.016 -0.068 -2.582
C -5.184 2.742 -3.093
C -5.951 1.515 -2.504
H -4.888 2.557 -4.153
H -5.865 3.610 -3.028
H -6.303 1.671 -1.459
H -6.826 1.292 -3.145
C -5.200 -0.811 -4.192
H -4.529 -1.679 -4.304
H -4.999 -0.055 -4.970
H -6.263 -1.128 -4.187
C -6.073 -1.196 -1.530
H -6.822 -1.573 -2.231
H -6.484 -0.637 -0.673
H -5.437 -2.017 -1.153
C -3.014 4.852 -2.735
H -2.630 5.580 -1.963
H -3.854 5.292 -3.310
H -2.184 4.637 -3.509
C -4.642 3.771 -0.669
H -5.222 2.952 -0.243
H -5.334 4.511 -1.091
H -4.032 4.260 0.089
Mo -1.770 2.760 -3.076
C -2.494 -1.571 1.898
C -2.298 -2.405 0.852
C -2.706 -2.385 -0.586
C -2.460 -0.991 -1.316
C -3.815 -0.261 -1.402
C -3.990 0.307 -0.134
C -4.487 -0.149 1.168
C -3.306 -0.301 2.113
C -1.121 2.795 -1.031
H -1.962 -1.866 2.819
H -1.834 -3.370 1.060
H -3.768 -2.701 -0.676
H -2.032 -3.064 -1.136
H -1.867 -0.281 -0.637
H -1.864 -1.125 -2.257
H -2.543 1.590 -2.101
H -3.318 1.196 -0.056
H -5.153 -1.057 0.987
H -5.197 0.638 1.559
H -2.678 0.596 2.024
H -3.753 -0.359 3.117
H -0.968 1.814 -0.597
H -1.647 3.465 -0.339
H -0.137 3.207 -1.310
Se 2.238 0.017 -3.495
C 0.746 0.842 -3.435
N -0.265 1.484 -3.394
*
```

energy above the lowest of the compared OMol25 structures with the same formula, charge and spin	69.2	kcal per mole
gap between HOMO and LUMO (alpha / beta)	3.72 / 3.88	eV
M	474.279	g mol⁻¹



Here is a molecular structure, C4H7N2 from the Open Molecules 2025 dataset. Energies are from wB97M-V/def2-TZVPD.

Structure (ORCA input):
```
! RIJCOSX wB97M-V def2-TZVPD def2/J DEFGRID3
* xyz 1 3
C -2.686 0.907 0.073
C -2.054 0.117 -0.560
C 1.372 0.704 0.124
C -0.563 -0.761 0.499
N 0.570 -0.406 -0.043
N 2.611 0.429 -0.082
H -3.037 1.485 0.884
H -1.841 -0.093 -1.590
H -0.793 -0.153 1.378
H -0.770 -1.738 0.189
H 0.879 -1.162 -0.736
H 3.292 1.156 0.176
H 3.020 -0.486 -0.312
*
```

energy above the lowest of the compared OMol25 structures with the same formula, charge and spin	88.6	kcal per mole
gap between HOMO and LUMO (alpha / beta)	6.60 / 7.24	eV
M	83.114	g mol⁻¹



Here is a single C4H9NO molecule from the Open Molecules 2025 dataset. Energies are from wB97M-V/def2-TZVPD.

Structure (ORCA input):
```
! RIJCOSX wB97M-V def2-TZVPD def2/J DEFGRID3
* xyz 0 1
C -0.266 1.771 0.900
C 0.392 0.302 0.797
N 0.046 -0.553 -0.348
C -0.546 -1.924 -0.294
C 0.341 0.000 -1.553
O 0.829 1.156 -1.672
H -0.970 2.092 0.110
H 0.596 2.475 0.882
H -0.614 1.884 1.915
H 0.164 -0.218 1.833
H 1.518 0.504 0.841
H -0.541 -2.195 -1.337
H -1.515 -2.024 0.192
H 0.236 -2.592 0.182
H 0.331 -0.677 -2.446
*
```

SMILES	CCN(C)C=O
energy above the lowest of the compared OMol25 structures with the same formula, charge and spin	38.6	kcal per mole
gap between HOMO and LUMO	10.22	eV
M	87.122	g mol⁻¹